Here is 8 unconnected molecules or ions with the total composition C24H41Br14N2O3P from the OMol25 dataset. Energies are from ωB97M-V/def2-TZVPD.

Each line ends with the Löwdin charge.
Geometry (Å):
1 C -1.598 -4.510 -2.339  -0.001
2 C -1.786 -4.255 -3.649  -0.123
3 C -2.362 -2.981 -4.218  -0.436
4 C -3.293 -3.350 -5.325  -0.212
5 N -4.043 -3.556 -6.167  0.204
6 C -1.215 -2.172 -4.889  -0.075
7 C -0.722 -1.025 -4.028  -0.187
8 O 0.550 -0.576 -4.516  0.016
9 C 0.871 0.681 -4.073  -0.503
10 C 0.471 1.102 -2.684  -0.005
11 O 1.443 1.426 -4.816  0.108
12 C -3.216 -2.160 -3.205  -0.320
13 C -3.898 -1.102 -3.957  -0.292
14 N -4.502 -0.326 -4.545  0.206
15 P -4.588 -3.151 -2.409  0.752
16 O -4.571 -2.893 -0.950  -0.428
17 H -2.412 -4.424 -1.623  0.021
18 H -0.644 -4.851 -1.922  -0.075
19 H -1.455 -4.988 -4.380  0.123
20 H -0.372 -2.844 -5.049  0.132
21 H -1.520 -1.818 -5.869  0.135
22 H -0.630 -1.375 -2.998  0.124
23 H -1.440 -0.206 -4.081  0.128
24 H 0.310 0.272 -2.005  0.080
25 H 1.172 1.828 -2.292  0.094
26 H -0.485 1.620 -2.801  0.045
27 H -2.630 -1.732 -2.398  0.121
28 H -5.779 -2.698 -3.008  0.038
29 H -4.413 -4.508 -2.745  0.039
30 Br -0.019 3.742 0.750  0.602
31 C -1.146 4.189 -0.771  -0.690
32 C -2.553 3.684 -0.594  -0.678
33 Br -2.672 1.763 -0.884  0.633
34 H -0.661 3.779 -1.651  0.034
35 H -1.138 5.275 -0.828  0.060
36 H -3.211 4.129 -1.337  0.060
37 H -2.950 3.872 0.398  0.049
38 Br 0.571 4.404 -10.028  0.595
39 C 1.155 4.497 -8.172  -0.699
40 C 0.782 3.258 -7.404  -0.702
41 Br -1.111 3.236 -6.953  0.597
42 H 0.721 5.398 -7.753  0.048
43 H 2.237 4.602 -8.218  0.057
44 H 1.303 3.225 -6.451  0.036
45 H 0.983 2.344 -7.953  0.055
46 Br 2.035 2.951 3.821  0.586
47 C 1.879 4.319 5.200  -0.751
48 C 1.349 5.609 4.637  -0.718
49 Br 2.714 6.574 3.640  0.606
50 H 2.856 4.427 5.652  -0.060
51 H 1.186 3.908 5.933  0.023
52 H 1.053 6.279 5.442  0.032
53 H 0.512 5.461 3.960  0.037
54 Br -2.270 -5.996 1.120  0.639
55 C -0.477 -6.054 1.873  -0.708
56 C 0.436 -5.052 1.222  -0.634
57 Br 1.004 -5.646 -0.549  0.701
58 H -0.121 -7.075 1.760  -0.080
59 H -0.602 -5.824 2.929  0.064
60 H 1.354 -4.944 1.795  0.056
61 H -0.025 -4.077 1.091  0.058
62 Br 3.499 5.431 7.886  0.694
63 C 5.224 4.585 8.193  -0.670
64 C 6.310 5.259 7.401  -0.692
65 Br 6.220 4.765 5.522  0.622
66 H 5.108 3.536 7.944  0.055
67 H 5.408 4.683 9.261  0.058
68 H 7.290 4.933 7.743  0.058
69 H 6.253 6.342 7.447  0.051
70 Br 0.490 -9.408 1.330  0.695
71 C 2.071 -9.517 0.202  -0.673
72 C 3.331 -9.547 1.024  -0.688
73 Br 3.770 -7.786 1.729  0.605
74 H 2.029 -8.671 -0.477  0.024
75 H 1.960 -10.441 -0.362  0.060
76 H 4.181 -9.830 0.406  0.059
77 H 3.262 -10.217 1.874  0.050
78 Br -1.947 2.080 6.754  0.615
79 C -2.912 3.762 6.899  -0.694
80 C -2.047 4.926 6.498  -0.685
81 Br -0.759 5.370 7.889  0.630
82 H -3.269 3.836 7.921  0.050
83 H -3.760 3.669 6.225  0.059
84 H -2.647 5.823 6.364  0.061
85 H -1.480 4.732 5.593  0.039

Properties
Kohn-Sham gap   9.42 eV
Highest occupied orbital energy   -9.415 eV
E   -1024557.1693 eV
Max |F|   1.93 eV/A
M   1555.2 u
LUMO   0.0 eV


Here is a molecular structure, C34H46CsO6P2 from the OMol25 dataset. Energies are from ωB97M-V/def2-TZVPD.

Each line ends with the Löwdin charge.
Geometry (Å):
1 Cs 2.684 -0.099 0.031  1.014
2 C 4.795 -2.722 0.869  -0.130
3 C 5.096 -1.908 1.952  -0.137
4 C 4.175 -1.757 2.985  -0.126
5 C 2.962 -2.436 2.940  -0.120
6 C 2.674 -3.277 1.870  -0.107
7 C 3.586 -3.417 0.833  -0.116
8 H 5.465 -2.793 0.023  0.107
9 H 6.036 -1.370 1.981  0.100
10 H 4.390 -1.094 3.814  0.100
11 H 2.238 -2.295 3.733  0.100
12 H 1.732 -3.811 1.830  0.105
13 H 3.359 -4.032 -0.027  0.094
14 C -2.339 2.571 4.683  -0.056
15 C -1.038 2.204 5.375  -0.422
16 C -0.259 3.418 5.848  -0.044
17 O -0.199 1.345 4.569  -0.168
18 P 0.286 1.510 3.068  0.452
19 O 1.610 0.924 2.825  -0.323
20 C -1.010 0.732 2.074  -0.195
21 P -1.017 1.268 0.341  0.437
22 O 0.351 1.433 -0.171  -0.441
23 O -1.810 2.652 0.365  -0.189
24 C -3.177 2.828 -0.070  -0.438
25 C -3.343 4.310 -0.332  -0.043
26 C -4.136 2.309 0.984  -0.040
27 O -1.981 0.259 -0.353  -0.194
28 C -1.733 -0.551 -1.592  -0.350
29 C -1.294 0.341 -2.727  -0.023
30 C -0.787 -1.681 -1.277  -0.026
31 O 0.170 3.073 2.803  -0.204
32 C 1.148 3.778 1.975  -0.428
33 C 2.343 4.152 2.828  -0.036
34 C 0.422 4.974 1.403  -0.028
35 H -2.950 3.166 5.364  0.087
36 H -2.907 1.678 4.420  0.081
37 H -2.152 3.161 3.785  0.074
38 H -1.264 1.573 6.237  0.140
39 H -0.082 4.111 5.028  0.068
40 H 0.698 3.110 6.267  0.089
41 H -0.829 3.931 6.625  0.084
42 H -1.994 0.907 2.507  0.054
43 H -0.813 -0.343 2.097  0.092
44 H -3.310 2.268 -0.997  0.132
45 H -3.189 4.873 0.591  0.084
46 H -4.348 4.515 -0.702  0.084
47 H -2.621 4.648 -1.073  0.087
48 H -3.962 2.820 1.934  0.077
49 H -4.014 1.235 1.124  0.076
50 H -5.165 2.496 0.675  0.087
51 H -2.734 -0.939 -1.778  0.142
52 H -0.277 0.700 -2.575  0.087
53 H -1.975 1.189 -2.840  0.083
54 H -1.308 -0.236 -3.652  0.063
55 H 0.253 -1.348 -1.215  0.041
56 H -0.803 -2.403 -2.094  0.082
57 H -1.084 -2.189 -0.357  0.091
58 H 1.443 3.104 1.170  0.115
59 H 2.035 4.812 3.643  0.081
60 H 3.080 4.679 2.220  0.087
61 H 2.807 3.258 3.243  0.077
62 H 0.079 5.628 2.208  0.087
63 H -0.434 4.647 0.813  0.062
64 H 1.095 5.541 0.759  0.090
65 C 3.184 -1.671 -2.410  -0.298
66 C 2.231 -2.236 -2.965  -0.356
67 C 1.131 -2.886 -3.627  -0.269
68 C 0.727 -4.180 -3.144  -0.209
69 C 1.122 -4.608 -1.848  -0.065
70 C 0.756 -5.829 -1.318  -0.129
71 C -0.019 -6.728 -2.050  -0.157
72 C -0.388 -6.357 -3.340  -0.136
73 C -0.030 -5.131 -3.876  -0.068
74 C 0.419 -2.131 -4.613  -0.206
75 C -0.905 -2.405 -5.067  -0.087
76 C -1.582 -1.559 -5.931  -0.155
77 C -1.007 -0.386 -6.408  -0.166
78 C 0.289 -0.087 -5.976  -0.138
79 C 0.973 -0.916 -5.115  -0.062
80 H 1.731 -3.916 -1.280  0.060
81 H 1.082 -6.090 -0.315  0.083
82 H -0.304 -7.689 -1.640  0.072
83 H -0.955 -7.048 -3.956  0.085
84 H -0.293 -4.927 -4.904  0.091
85 H -1.435 -3.269 -4.694  0.078
86 H -2.596 -1.820 -6.223  0.085
87 H -1.540 0.267 -7.089  0.069
88 H 0.773 0.821 -6.321  0.086
89 H 1.965 -0.647 -4.772  0.087

Properties
Kohn-Sham gap   3.00 eV
Highest occupied orbital energy   -1.338 eV
Relative energy (zero: lowest compared OMol25 entry of this formula, charge and spin)   0.0 kcal per mole
E   -67419.3110 eV
Max |F|   0.52 eV/A
Charge   -1
M   745.6 u
LUMO   1.7 eV